# 1
Computed, not measured: a molecular structure, C36H34BrF15GeIrN7O3S, with wB97M-V/def2-TZVPD.

net charge = +3
2S+1 = 2
E_HOMO (alpha / beta) = -16.10 / -16.10 eV
orbital gap (alpha / beta) = 6.569 / 5.296 eV
<S²> = 0.76

Geometry (Å):
1 Ir -0.0651 0.9361 -0.1368
2 C 5.3489 1.7868 0.7027
3 N 4.0758 1.0722 0.7625
4 C 2.9805 1.4198 0.1013
5 N 2.9868 2.5225 -0.6592
6 O 1.9545 0.6624 0.2051
7 H 6.0712 1.2464 1.3063
8 H 5.2531 2.7955 1.1044
9 H 5.7300 1.8174 -0.3189
10 H 3.9942 0.2522 1.3420
11 H 3.8498 3.0043 -0.8534
12 H 2.2167 2.6716 -1.2889
13 C -3.0820 -0.4885 1.2713
14 N -3.6477 -0.2386 -0.0471
15 C -5.0884 -0.5372 -0.1241
16 C -2.9782 0.4517 -0.9761
17 O -1.9997 1.2619 -0.6276
18 N -3.3161 0.4292 -2.2608
19 C -4.1948 -0.5485 -2.9169
20 C -2.8239 1.4265 -3.2131
21 H -3.4251 -1.4681 1.6037
22 H -3.4188 0.2571 1.9947
23 H -1.9977 -0.5184 1.2359
24 H -5.4886 -0.4377 0.8827
25 H -5.2900 -1.5497 -0.4667
26 H -5.5975 0.1867 -0.7547
27 H -4.3636 -1.4239 -2.3064
28 H -3.6988 -0.8752 -3.8282
29 H -5.1448 -0.0829 -3.1780
30 H -2.0744 2.0582 -2.7629
31 H -3.6559 2.0408 -3.5594
32 H -2.3955 0.9064 -4.0686
33 C -0.1713 4.2281 -2.5501
34 N 0.2280 4.9105 -1.3308
35 C 0.5064 6.3480 -1.4761
36 C 0.2727 7.0527 -0.1601
37 C 1.0859 6.3667 0.9115
38 N 0.8133 4.9189 0.9146
39 C 1.0752 4.2366 2.1706
40 C 0.3514 4.2688 -0.1610
41 O 0.0232 3.0325 -0.0746
42 H -1.1188 4.6284 -2.9129
43 H -0.2861 3.1677 -2.3615
44 H 0.5866 4.3775 -3.3207
45 H -0.1621 6.7265 -2.2482
46 H 1.5319 6.4866 -1.8289
47 H -0.7883 7.0209 0.0952
48 H 0.5620 8.0994 -0.2363
49 H 0.8280 6.7454 1.8998
50 H 2.1574 6.5271 0.7639
51 H 0.2260 4.3172 2.8522
52 H 1.9341 4.7126 2.6419
53 H 1.3206 3.1919 1.9983
54 Br -2.7061 3.1660 4.3002
55 C -1.3883 1.9905 3.6842
56 C -0.6102 1.2420 4.5564
57 C 0.3563 0.4013 4.0254
58 C 0.5198 0.3208 2.6577
59 N -0.2439 1.0542 1.8327
60 C -1.1855 1.8774 2.3227
61 H -0.7571 1.3181 5.6259
62 H 0.9887 -0.1979 4.6659
63 H 1.2626 -0.3025 2.1921
64 H -1.7674 2.4353 1.6040
65 F 3.3191 -4.5911 0.4279
66 C 3.2921 -4.1066 -0.8135
67 C 2.1436 -3.4931 -1.3002
68 C 2.1542 -3.0918 -2.6307
69 F 1.0550 -2.5206 -3.1508
70 C 3.2550 -3.2524 -3.4466
71 F 3.2344 -2.8401 -4.7023
72 C 4.3943 -3.8519 -2.9226
73 F 5.4535 -4.0146 -3.6804
74 C 4.4137 -4.2863 -1.6030
75 F 5.4901 -4.8744 -1.1165
76 Ge 0.5022 -3.3694 -0.3051
77 S -0.1741 -1.1071 -0.8890
78 C -0.9504 -4.3002 -1.1705
79 C -0.6597 -5.6376 -1.4030
80 F 0.5303 -6.0991 -0.9820
81 C -1.5379 -6.5067 -2.0195
82 F -1.2174 -7.7678 -2.2212
83 C -2.7790 -6.0206 -2.4163
84 F -3.6427 -6.8153 -3.0013
85 C -3.1099 -4.6924 -2.1794
86 F -4.2988 -4.2248 -2.5350
87 C -2.1995 -3.8591 -1.5601
88 F -2.5867 -2.5880 -1.3194
89 C 0.5742 -3.5810 1.6038
90 C -0.3430 -4.3546 2.3068
91 F -1.3588 -4.9346 1.6723
92 C -0.2425 -4.5528 3.6747
93 F -1.1301 -5.2903 4.3105
94 C 0.7986 -3.9573 4.3735
95 F 0.9037 -4.1235 5.6703
96 C 1.7270 -3.1702 3.7000
97 F 2.7185 -2.5880 4.3648
98 C 1.5986 -3.0026 2.3397
99 F 2.5127 -2.2401 1.7051

Force components x, y, z for each atom (eV/Å):
0.1995 0.0061 -0.5443
0.0148 -0.0588 -0.0242
-0.0619 0.0851 0.0374
0.0397 0.0003 -0.1810
0.0039 -0.0240 -0.0190
-0.1186 0.0408 0.3119
-0.0082 0.0078 0.0132
-0.0008 0.0088 -0.0094
-0.0036 0.0172 0.0000
0.0154 -0.0487 -0.0300
-0.0095 0.0103 0.0026
0.0048 0.0418 0.0173
0.0361 -0.1503 -0.0512
-0.1465 0.0590 0.0273
0.0363 0.0644 -0.0052
0.0537 0.1591 0.0312
0.0212 -0.1545 0.2822
-0.0123 -0.0351 -0.2178
-0.0885 -0.0219 0.1862
0.0253 -0.0244 0.0223
-0.0391 0.0094 0.0048
0.0192 0.0229 -0.0019
-0.1110 -0.0032 -0.0104
-0.0186 0.0501 0.0010
0.0229 -0.0290 -0.0072
0.0293 -0.0490 -0.0790
0.0194 0.0526 0.0525
0.0062 0.0368 -0.0527
-0.0117 -0.0475 -0.0343
0.0002 0.0773 0.1038
-0.0032 -0.0200 -0.0078
0.0180 0.0269 -0.0164
-0.0288 0.0097 0.0260
0.0758 0.0635 -0.0363
-0.0206 -0.0502 -0.0105
-0.0073 0.0181 -0.0049
-0.0188 -0.0574 0.0393
0.0033 0.0784 -0.0428
0.0694 -0.0089 -0.0110
0.0473 -0.1686 -0.0045
0.0255 0.0677 0.1715
-0.0020 -0.0132 -0.0159
-0.0048 -0.0621 -0.0074
-0.0141 0.0234 -0.0178
0.0045 0.0142 0.0011
0.0059 0.0131 0.0055
0.0028 0.0009 0.0017
0.0121 -0.0040 -0.0050
-0.0101 0.0118 -0.0053
0.0001 0.0133 -0.0070
-0.0046 -0.0176 0.0046
-0.0055 0.0046 0.0049
-0.0346 -0.0055 -0.0090
0.0101 -0.0145 -0.0017
-0.0189 0.0224 0.0378
0.0079 -0.0011 0.0014
-0.0035 -0.0283 -0.0246
0.0003 0.0272 0.0316
-0.0841 -0.1471 0.1907
-0.0055 0.0180 -0.1351
0.0006 0.0019 -0.0006
0.0074 0.0064 0.0208
0.0583 -0.0860 -0.0234
-0.0066 0.0107 0.0132
-0.0556 0.0755 0.0754
-0.0292 -0.0856 -0.0302
0.0138 -0.0112 -0.0532
0.0493 0.0281 0.0184
-0.0273 -0.0192 -0.0228
0.0127 0.0020 0.0212
-0.0073 -0.0006 -0.0024
0.0181 -0.0188 -0.0117
-0.0149 0.0087 0.0106
0.0100 0.0124 -0.0017
-0.0162 0.0084 -0.0017
-0.0870 0.2109 -0.0409
0.0190 0.0099 0.0235
0.1050 -0.1972 -0.0034
0.0719 -0.0151 -0.0115
-0.0664 0.0146 -0.0206
-0.0217 -0.0195 -0.0141
-0.0169 0.0305 0.0015
0.0278 -0.0054 0.0135
-0.0027 0.0033 -0.0003
0.0772 -0.0041 0.0252
-0.0811 0.0418 -0.0278
-0.0278 -0.0408 0.0300
0.0603 -0.0756 0.0548
0.0229 0.0912 0.0621
-0.0138 0.0026 0.0010
-0.0161 0.0090 -0.0213
-0.0009 0.0029 0.0077
0.0007 -0.0028 0.0063
-0.0129 -0.0033 -0.0345
0.0006 0.0015 0.0207
0.0401 -0.0273 0.0135
-0.0399 0.0393 -0.0105
0.0920 -0.0204 -0.0610
-0.0778 0.1031 -0.0055

Löwdin population analysis, charges in e, atoms 1 to 8: Ir 1.236; C -0.024; N 0.066; C -0.533; N 0.239; O -0.226; H 0.106; H 0.100

***

# 2
Computed, not measured: a molecular structure, C36H34Cl3GeO5S4Zr at a distorted geometry, with wB97M-V/def2-TZVPD.

net charge = -1
E_HOMO = -3.90 eV
orbital gap = 6.206 eV

Geometry (Å):
1 Zr 0.9676 0.3837 2.3391
2 C 1.1626 2.2835 4.1102
3 C 1.2104 2.9331 2.8526
4 C -0.0138 2.6746 2.1800
5 C -0.8340 1.8847 3.0347
6 C -0.0877 1.6163 4.2195
7 C -0.5470 0.8865 5.4530
8 C -2.2784 1.5672 2.7584
9 C -0.4684 3.3137 0.8975
10 C 2.3075 3.8173 2.3175
11 C 2.1879 2.3326 5.2093
12 H -0.8133 1.5867 6.2491
13 H 0.2468 0.2347 5.8252
14 H -1.4155 0.2670 5.2371
15 H -2.8750 2.4834 2.7486
16 H -2.6812 0.8986 3.5155
17 H -2.3884 1.0775 1.7884
18 H -1.0349 4.2269 1.1116
19 H -1.1154 2.6366 0.3364
20 H 0.3883 3.5873 0.2815
21 H 2.0018 4.8688 2.3348
22 H 2.5647 3.5527 1.2871
23 H 3.2088 3.7189 2.9210
24 H 1.7463 2.7235 6.1289
25 H 3.0152 2.9792 4.9280
26 H 2.5893 1.3395 5.4245
27 O 0.9004 -6.3876 3.0618
28 C 0.7630 -5.2083 3.2472
29 S -0.7353 -4.3333 2.9184
30 C -0.1477 -2.7140 3.3351
31 C 1.1289 -2.6411 3.7746
32 S 1.8961 -1.1724 4.2577
33 S 2.0238 -4.1586 3.8816
34 S -1.1076 -1.3161 3.0359
35 O 1.1980 -1.3727 1.2451
36 C 0.0910 -1.1070 0.6805
37 O -0.2453 0.1133 0.5929
38 C -0.7455 -2.2010 0.0715
39 C -1.9646 -1.5923 -0.5907
40 Ge -1.3034 -0.7847 -2.2868
41 C -1.5522 -2.1605 -3.7254
42 C -2.0284 -3.4446 -3.4953
43 C -2.1783 -4.3545 -4.5291
44 C -1.8525 -3.9900 -5.8233
45 C -1.3745 -2.7141 -6.0730
46 C -1.2274 -1.8145 -5.0332
47 C -2.3933 0.7215 -2.9908
48 C -3.7786 0.6277 -2.9385
49 C -4.5803 1.5782 -3.5425
50 C -4.0038 2.6412 -4.2168
51 C -2.6258 2.7464 -4.2767
52 C -1.8284 1.7906 -3.6714
53 C 0.6431 -0.4556 -2.3167
54 C 1.2107 0.7781 -2.0430
55 C 2.5752 0.9651 -2.1671
56 C 3.3946 -0.0923 -2.5259
57 C 2.8447 -1.3476 -2.7259
58 C 1.4759 -1.5179 -2.6448
59 H -1.0215 -2.9002 0.8636
60 H -0.1175 -2.7507 -0.6351
61 H -2.3881 -0.8512 0.0865
62 H -2.7239 -2.3474 -0.7951
63 H -2.2857 -3.7475 -2.4893
64 H -2.5582 -5.3477 -4.3266
65 H -1.9723 -4.6976 -6.6329
66 H -1.1236 -2.4223 -7.0841
67 H -0.8535 -0.8189 -5.2352
68 H -4.2264 -0.2093 -2.4208
69 H -5.6563 1.4909 -3.4953
70 H -4.6276 3.3803 -4.7003
71 H -2.1729 3.5745 -4.8042
72 H -0.7513 1.8703 -3.7274
73 H 0.5802 1.5876 -1.7076
74 H 3.0002 1.9385 -1.9739
75 H 4.4592 0.0562 -2.6415
76 H 3.4804 -2.1973 -2.9379
77 H 1.0419 -2.4917 -2.8420
78 Cl 5.6785 0.0574 2.5740
79 C 4.5896 0.0783 1.1966
80 Cl 5.3838 0.8006 -0.1731
81 Cl 4.0155 -1.5739 0.8360
82 C 3.2722 0.7457 1.5819
83 O 2.4349 1.0406 0.7098
84 O 3.0255 0.7786 2.7994

Force components x, y, z for each atom (eV/Å):
-1.2668 1.2389 2.5081
-0.3905 0.0483 0.1038
-0.1772 0.0138 -0.0912
-0.2783 0.1976 0.2740
-0.0561 0.3022 0.0416
-0.2036 0.3871 0.3333
-0.0053 0.1539 -0.0552
0.2611 -0.0462 -0.0087
0.1124 -0.2630 0.1899
-0.1182 -0.3086 0.1010
-0.0927 -0.1753 -0.3260
-0.0023 0.1662 -0.0095
-0.1556 0.0159 -0.0360
0.0870 -0.0272 0.0439
0.0033 0.0129 0.0032
-0.0412 -0.0077 0.0063
-0.0717 0.0152 0.0006
0.0199 -0.0459 -0.0310
0.0545 0.0528 -0.0630
-0.0324 -0.0245 -0.1109
0.0196 -0.0771 -0.0212
-0.0393 0.0524 0.0816
0.0440 0.0203 -0.0214
-0.0274 -0.0071 -0.0255
0.1088 0.0079 0.0336
0.0040 0.0217 0.0268
0.0281 -0.5499 -0.0303
-0.0529 0.3545 0.0519
-0.0166 0.2697 0.1424
0.7307 -0.5907 0.2446
-0.7749 -0.6479 0.2589
0.3394 -0.0836 0.0409
-0.0246 0.3317 -0.0323
-0.7024 0.1693 0.5079
-0.0203 -0.9790 -0.9564
0.1560 -1.0954 -0.9529
-0.4327 0.4531 -0.6073
0.0021 -0.0074 0.0738
0.1219 0.2871 -0.5486
-0.4884 -0.2829 -0.3988
0.0895 0.3411 0.4229
-0.0042 0.0376 0.2954
-0.0839 -0.1679 -0.0875
-0.0356 -0.1122 -0.0311
0.0137 0.0401 -0.1864
0.0433 0.1519 0.0371
0.4960 -0.4453 0.2860
0.0433 -0.1373 0.1637
-0.1675 0.0077 -0.0071
-0.0427 0.0749 -0.0456
0.0159 0.1900 -0.1313
0.2102 -0.0270 0.0692
-0.7075 -0.0762 -0.0043
-0.0526 0.0649 -0.0882
0.0653 0.0927 -0.2267
-0.0397 -0.0017 -0.1570
0.1576 -0.0728 -0.0521
-0.1401 -0.2184 -0.0385
0.1992 0.1602 -0.1836
0.1167 -0.0442 0.0344
-0.0987 0.0226 -0.1517
0.0104 0.0164 -0.0884
-0.0291 -0.0608 0.0893
0.0129 -0.0295 0.0286
0.0034 -0.0172 -0.0388
0.0371 0.0345 -0.0451
0.0442 0.0894 -0.0921
-0.1553 -0.0698 0.0518
-0.0942 -0.0270 0.0173
-0.0315 0.0537 -0.0075
0.0521 0.0512 -0.0304
0.0927 0.0722 -0.0581
-0.0236 0.1914 0.0297
0.0649 0.0769 0.0764
-0.0256 -0.0313 0.0364
0.0363 0.0028 -0.0899
0.0567 -0.0459 -0.0381
0.3178 -0.0586 0.0695
-0.0830 -0.6511 0.2180
0.2213 0.3377 -0.2522
0.7127 -0.0364 -0.1365
1.1898 0.3229 -0.3891
-0.0922 0.2003 -0.1790
0.9825 0.3444 0.1685

Löwdin population analysis, charges in e, atoms 1 to 8: Zr 1.595; C -0.284; C -0.268; C -0.304; C -0.342; C -0.334; C -0.082; C -0.067